Computed, not measured: a cluster of 2 separate species, C4H10O2 in total, with ωB97M-V/def2-TZVPD.

Element x y z (Å)
C  2.120  -0.179  -0.013
C  0.891  0.333  -0.749
O  -0.217  0.413  0.139
C  -1.420  0.826  -0.493
C  -1.887  -1.659  1.340
O  -1.300  -0.758  2.076
H  2.387  0.476  0.823
H  2.986  -0.213  -0.685
H  1.950  -1.188  0.371
H  0.634  -0.334  -1.587
H  1.089  1.333  -1.159
H  -1.693  0.131  -1.295
H  -1.252  1.822  -0.906
H  -1.420  -1.656  0.297
H  -2.266  0.860  0.213
H  -0.601  -0.207  1.628

Electronic energy in Eh: -308.74633
Energy above the lowest of the compared OMol25 structures with the same formula, charge and spin in kcal/mol: 95.3
F_max in eV/Å: 0.659
Total charge: 0
HOMO-LUMO gap in eV: 8.8765